No. 1
ORCA calculation (wB97M-V/def2-TZVPD) on a molecular structure, C10H17BrCl2O2Sn.

```
33
Properties=species:S:1:pos:R:3:forces:R:3:nbo_charge:R:1
Sn 0.000000 0.000000 0.000000 -0.6 2.9 3.9 1.80
Br 0.267200 0.408300 2.764100 0.2 -0.8 3.1 -0.70
Cl 0.162100 2.367800 0.281100 -0.2 0.8 -0.7 -0.50
Cl -2.091400 0.216500 1.089700 -2.2 -0.9 -0.9 -0.50
O 2.899700 4.250700 -0.004900 0.5 0.3 -0.3 -1.36
O 1.790600 0.112200 0.697500 2.8 -1.8 -1.6 -1.07
C 0.653500 -1.110300 -1.886900 -0.1 0.1 -0.7 -0.18
C -0.705100 0.733800 -2.189600 0.2 -0.8 -1.2 -0.08
C -3.017700 -0.375700 -1.942000 -0.2 0.0 -0.1 -0.63
C -1.536900 -0.382000 -1.942300 0.3 0.2 -0.7 -0.12
C -0.716600 -1.515500 -1.742100 0.0 0.0 0.1 -0.10
C 1.832200 -2.013400 -1.887000 0.1 0.0 0.0 -0.63
C -1.212800 -2.900100 -1.562400 -0.1 -0.1 0.0 -0.64
C 0.662600 0.291900 -2.166500 -0.6 -0.3 -1.4 -0.14
C 1.853600 1.114200 -2.496900 0.1 0.1 0.0 -0.65
C -1.189800 2.086000 -2.552000 -0.1 0.2 -0.1 -0.64
H -0.431600 -3.568400 -1.221500 0.2 -0.2 0.0 0.21
H 2.742300 0.743300 -1.996600 0.1 0.1 0.2 0.24
H -3.385100 -0.581600 -2.949500 -0.1 0.0 -0.2 0.19
H -2.022500 -2.944900 -0.839900 -0.2 0.0 0.1 0.22
H -1.555000 2.071800 -3.581000 -0.1 0.0 -0.2 0.18
H -3.421300 -1.131800 -1.276700 -0.1 -0.1 0.1 0.22
H 1.722300 -2.810900 -1.158400 0.0 -0.2 0.1 0.21
H 2.035200 1.094800 -3.573000 0.0 0.0 -0.2 0.19
H 3.864600 4.234700 0.103800 -0.2 0.0 0.0 0.37
H -0.406200 2.829700 -2.478600 0.1 0.1 0.1 0.26
H -3.414100 0.584800 -1.629900 0.0 0.1 0.1 0.23
H 2.067000 -0.735200 1.080000 0.0 0.4 0.2 0.46
H 2.744400 -1.473100 -1.654100 0.1 0.1 0.1 0.24
H -2.005800 2.403900 -1.909700 -0.1 0.1 0.2 0.23
H 1.954900 -2.467000 -2.871800 0.0 -0.1 -0.1 0.20
H -1.591000 -3.272400 -2.516600 -0.1 -0.2 -0.1 0.20
H 1.717800 2.146100 -2.190300 0.1 0.2 0.2 0.29
```
Forces are in eV/Å.

Values from the calculation:
orbital gap	4.0	eV
M	438.76	g mol⁻¹
largest force on an atom	0.09501	hartree/bohr
lowest unoccupied orbital energy	4.66	eV
HOMO	0.67	eV
net charge	-2



No. 2
ORCA calculation (wB97M-V/def2-TZVPD) on 5 unconnected molecules or ions with the total composition C10H17Cl12N2O2.

```
43
Properties=species:S:1:pos:R:3:forces:R:3:nbo_charge:R:1
Cl 1.380736 1.153179 -4.544129 0.1 0.1 0.0 0.01
Cl -0.603078 3.216800 1.396328 0.0 0.0 0.0 -0.01
Cl 2.393478 2.320858 -2.080247 0.0 -0.1 -0.2 0.04
Cl 4.119829 0.639835 -3.708416 -0.1 0.1 0.0 0.02
Cl -8.472684 4.642340 2.180898 0.1 0.0 0.0 0.01
Cl -3.752472 4.238992 0.228188 -0.1 0.1 -0.1 0.02
Cl -7.671023 1.877629 1.758766 0.1 0.2 0.0 0.02
Cl -5.753358 3.761894 -1.829924 0.0 0.1 0.0 0.01
Cl -0.273745 0.489445 2.344637 -0.1 0.3 -0.2 0.09
Cl -6.390357 3.461897 3.834956 0.0 0.0 -0.2 0.02
Cl -2.934553 3.350700 -2.417342 -0.2 0.2 0.0 0.04
Cl -1.792457 1.010821 -0.082830 -0.1 0.1 0.1 -0.01
O 2.816545 -0.301801 2.482710 1.5 -2.9 -0.5 -0.78
O 2.614236 -2.179634 3.786805 2.9 1.2 -4.7 -0.84
N 2.701445 -3.341740 0.295041 -1.1 0.4 -1.4 -0.49
N 3.845755 -3.485348 1.107784 1.7 -0.3 1.3 -0.50
C -4.103028 4.313891 -1.504875 0.1 -0.1 -0.1 -0.28
C 2.801673 1.820255 -3.725714 0.0 0.1 0.2 -0.28
C -7.125588 3.494800 2.225545 0.1 -0.1 0.0 -0.28
C 4.265131 -2.208541 1.748054 0.2 0.3 1.4 -0.34
C -0.407072 -2.763349 0.043558 0.6 0.2 0.9 -0.63
C 0.562117 -1.616285 -0.550807 -1.1 -0.2 -0.5 -0.42
C 1.610472 -2.139486 -1.637607 0.6 1.1 0.1 -0.41
C 3.169744 -1.527629 2.702453 -3.4 1.1 3.7 0.72
C 3.005005 -2.670931 -1.005540 -1.3 -0.8 -1.2 -0.24
C -1.355713 1.618037 1.521870 0.2 -0.5 0.4 -0.29
H 3.545936 -4.119540 1.873522 0.3 0.9 -0.5 0.37
H 1.890514 -1.220696 -2.283701 -0.4 -1.4 0.8 0.19
H -0.711362 -3.548491 -0.725678 0.3 1.1 0.8 0.18
H 1.151218 -2.894327 -2.366824 0.5 0.9 1.2 0.18
H 1.049610 -1.033397 0.308882 -0.5 -1.0 -1.3 0.26
H -2.266253 1.712381 2.110578 0.1 0.1 -0.2 0.22
H -1.341177 -2.269409 0.490860 1.2 -0.7 -0.7 0.20
H 3.710589 -1.783307 -0.934161 -0.8 -1.4 0.2 0.21
H -0.140642 -0.881652 -1.100477 1.2 -1.1 0.8 0.18
H 3.134383 2.696624 -4.277953 -0.1 -0.2 0.1 0.22
H 4.634296 -1.419850 1.011571 -0.7 -1.2 0.8 0.20
H 0.122070 -3.308536 0.912019 -0.8 0.9 -1.4 0.24
H 5.159681 -2.474788 2.430607 -1.4 0.3 -1.1 0.20
H -6.371766 3.822878 1.510047 -0.2 -0.1 0.1 0.24
H 3.372641 -3.495527 -1.729641 0.2 1.6 0.8 0.16
H 2.427942 -4.308668 0.027248 0.2 1.0 0.4 0.34
H -4.018720 5.349672 -1.827059 0.0 -0.2 0.1 0.23
```
Forces are in eV/Å.

Values from the calculation:
orbital gap	5.7	eV
M	622.69	g mol⁻¹
energy relative to the best compared isomer or geometry (same formula, charge and spin)	162.77	kJ/mol
largest force on an atom	0.11111	hartree/bohr
lowest unoccupied orbital energy	1.77	eV
HOMO	-3.91	eV
net charge	-1



No. 3
ORCA calculation (wB97M-V/def2-TZVPD) on 2 unconnected molecules or ions with the total composition C10H17Cl2FP.

```
31
Properties=species:S:1:pos:R:3:forces:R:3:nbo_charge:R:1
Cl -2.793252 -2.657482 1.905122 0.0 0.0 0.0 -0.05
Cl -2.282620 0.750461 1.948255 -0.1 -0.2 0.1 -0.02
P -1.926573 0.046988 -1.617671 -0.5 0.0 -0.4 0.88
F -0.872185 0.799232 -2.774853 0.1 0.0 0.2 -0.69
C 1.238248 0.817649 -0.655381 -0.1 -0.2 0.0 -0.17
C 0.917449 -0.498410 -1.015022 0.5 -0.2 -0.1 0.03
C 1.986637 -1.312559 -1.405732 0.3 0.1 -0.1 -0.23
C -2.399063 -1.637906 3.308777 0.0 0.0 0.1 -0.39
C 3.295810 -0.842365 -1.441161 -0.1 0.5 0.2 -0.22
C -3.011904 -0.262826 3.219717 0.0 0.3 0.1 -0.40
C -0.477311 -1.049872 -0.960708 0.3 0.3 0.1 -0.75
C 2.771599 2.763492 -0.337718 -0.2 -0.1 -0.1 -0.63
C 3.573016 0.473922 -1.086525 -0.2 0.1 0.0 -0.27
C 2.534056 1.321850 -0.698577 -0.2 -0.4 0.1 -0.03
H -4.081056 -0.321824 3.028251 0.0 0.0 -0.1 0.22
H 4.584178 0.862706 -1.100348 0.1 -0.1 -0.1 0.19
H -2.855486 0.256981 4.165415 0.0 -0.1 0.0 0.21
H -2.789604 -2.150998 4.187433 0.0 0.0 0.0 0.21
H -2.219726 -0.954635 -2.639889 0.0 0.0 0.0 -0.19
H -1.590499 1.064403 -0.629115 0.1 0.1 -0.1 -0.20
H -0.685518 -1.275933 0.087428 -0.3 0.0 0.1 0.21
H 1.822159 -2.345573 -1.685054 -0.2 0.0 0.0 0.19
H 3.614854 2.896478 0.337059 0.2 0.0 0.0 0.20
H -3.002878 0.900758 -2.121731 0.1 0.0 0.0 -0.18
H -2.870713 -0.556685 -0.697076 0.1 -0.1 0.1 -0.17
H -1.315894 -1.581761 3.390144 0.0 0.0 -0.1 0.22
H 1.885678 3.169080 0.143513 -0.1 0.1 0.1 0.21
H -0.509224 -1.989852 -1.515641 0.0 -0.1 0.0 0.20
H 0.422004 1.454577 -0.349763 0.0 0.2 0.0 0.21
H 4.110116 -1.485698 -1.743801 0.0 -0.2 0.0 0.19
H 2.927703 3.345804 -1.245348 0.2 0.1 0.0 0.21
```
Forces are in eV/Å.

Values from the calculation:
orbital gap	6.1	eV
M	258.12	g mol⁻¹
largest force on an atom	0.01135	hartree/bohr
lowest unoccupied orbital energy	2.87	eV
HOMO	-3.27	eV
net charge	-1



No. 4
ORCA calculation (wB97M-V/def2-TZVPD) on 2 unconnected molecules or ions with the total composition C10H17Cl2NO4.

```
34
Properties=species:S:1:pos:R:3:forces:R:3:nbo_charge:R:1
Cl -0.469526 -0.445733 1.840356 0.4 0.2 0.0 0.12
Cl 2.039402 -0.995414 4.321022 0.8 1.6 1.0 0.03
O -0.580376 -3.488259 3.037820 -0.8 0.2 0.3 -0.53
O -0.676733 -2.083465 4.802434 0.3 -0.1 -0.6 -0.64
O 3.527110 -2.986828 2.780128 -0.3 -0.2 -0.1 -0.67
O 1.791160 -4.403402 2.501566 0.8 -0.4 -0.3 -0.52
N 1.789178 -0.624942 0.494819 -0.5 0.4 0.5 -0.35
C 2.020211 -6.427389 1.315792 -0.2 -0.3 0.0 -0.62
C -0.032530 -2.628611 3.920669 1.5 0.5 0.6 0.74
C 2.479590 -1.317186 -0.596709 0.2 -0.4 -0.1 -0.41
C 1.919613 0.837612 0.563571 -0.1 0.0 -0.1 -0.43
C 2.784346 -5.311104 1.973264 -0.2 0.0 0.0 -0.07
C 1.394527 -2.371501 3.641348 -0.8 -1.8 -1.8 -0.46
C -2.009342 -3.558903 3.212763 0.1 -0.2 -0.1 -0.07
C -2.482848 -4.679986 2.333625 -0.2 -0.3 -0.1 -0.62
C 2.348537 -3.263077 2.957845 -0.6 1.5 0.9 0.72
C 0.877609 -1.245408 1.202538 0.1 -1.2 0.1 0.15
H -2.442205 -2.589228 2.927614 0.1 -0.2 0.1 0.18
H 2.770806 1.128912 -0.051559 -0.1 0.0 0.2 0.22
H -2.096997 -4.591767 1.312348 -0.1 0.0 0.2 0.21
H 3.446566 -4.783599 1.273434 -0.2 -0.1 0.2 0.19
H 2.718784 -7.095011 0.804918 -0.1 0.0 0.0 0.21
H 0.862738 -2.340682 1.254024 -0.3 0.5 -0.4 0.27
H 1.296516 -6.048781 0.582438 0.2 0.0 0.2 0.21
H -2.168713 -5.646641 2.744349 0.0 0.2 -0.2 0.21
H -2.244749 -3.751553 4.267408 0.1 0.2 -0.3 0.20
H -3.573103 -4.662952 2.294701 0.0 -0.1 -0.1 0.21
H 1.011640 1.306212 0.174385 0.1 0.1 0.0 0.22
H 3.394211 -5.689389 2.806947 -0.1 0.2 -0.3 0.19
H 1.769896 -1.560700 -1.399741 0.1 0.1 0.2 0.21
H 3.241603 -0.648805 -1.003388 -0.1 -0.3 0.2 0.22
H 2.938326 -2.241138 -0.233638 0.0 0.2 0.0 0.24
H 2.084706 1.143052 1.599675 -0.1 -0.1 -0.2 0.25
H 1.476679 -7.003674 2.075610 0.1 0.1 -0.3 0.21
```
Forces are in eV/Å.

Values from the calculation:
orbital gap	6.1	eV
M	286.15	g mol⁻¹
largest force on an atom	0.05122	hartree/bohr
lowest unoccupied orbital energy	-0.82	eV
HOMO	-6.89	eV



No. 5
ORCA calculation (wB97M-V/def2-TZVPD) on a gas-phase ion, C10H17ClN3O (charge +1).

```
32
Properties=species:S:1:pos:R:3:forces:R:3:nbo_charge:R:1
Cl 0.336468 -2.178641 0.733807 0.0 1.8 -0.8 -0.14
O 1.056736 2.326034 -1.143312 -0.4 1.0 1.4 -0.73
N -3.198699 -0.110165 0.608605 0.1 2.5 0.5 -0.50
N -0.679748 0.371318 -0.442935 1.5 -2.7 -2.1 -0.47
N 3.371880 -1.512066 0.843060 -0.3 -0.1 0.9 -0.29
C 3.720405 -2.628398 1.208177 0.0 1.0 0.0 0.05
C -2.579344 -1.011393 -0.300785 -0.7 -2.5 -3.2 -0.31
C 2.756482 -0.364096 0.861231 -0.3 -1.3 -2.3 -0.11
C 0.477107 -0.531422 -0.339128 -1.7 1.3 -0.1 0.25
C 2.131586 1.639136 -0.544597 -1.8 0.9 1.9 -0.05
C -2.150107 0.521520 1.507757 -1.9 2.4 2.3 -0.26
C 1.814479 0.145578 -0.287166 2.7 -0.8 0.9 -0.13
C -1.876297 -0.071414 -1.263880 3.7 -1.5 -0.5 -0.27
C -0.991480 1.160087 0.650667 1.9 -1.3 4.8 -0.23
C 1.415014 -0.706129 -1.509560 0.0 -0.9 2.4 -0.45
H 4.744999 -2.994397 1.387197 -0.4 0.4 -0.7 0.21
H -1.138456 2.158546 0.363900 -0.8 1.5 -0.3 0.23
H -2.361976 0.858675 -1.720299 0.2 -1.5 0.6 0.23
H 0.931133 2.185135 -2.058578 0.3 -0.5 -1.5 0.47
H -0.049034 1.226260 1.467847 -2.4 -0.2 -2.4 0.26
H 1.113324 -0.158795 -2.352123 -0.1 0.5 -1.2 0.22
H 2.222176 2.176749 0.472818 0.1 -0.9 -1.4 0.19
H 3.026705 1.863587 -1.103337 0.6 -0.8 -0.1 0.21
H -3.413268 0.707254 -0.010122 -0.8 -0.8 0.8 0.43
H -3.296679 -1.755872 -0.762641 0.2 1.3 0.3 0.24
H -2.750138 1.340480 2.101243 1.2 -1.2 -1.3 0.23
H -4.059865 -0.414155 1.046655 0.0 -0.2 0.5 0.45
H -1.938435 -0.170696 2.331278 0.7 -0.3 -0.8 0.25
H -1.358449 -0.779046 -2.002062 -1.1 1.5 0.2 0.26
H 1.859026 -1.695327 -1.620766 -0.1 0.3 -0.2 0.26
H 2.659858 0.097704 1.819497 -0.1 0.4 0.4 0.21
H -1.795412 -1.696039 0.057555 -0.4 0.7 0.8 0.28
```
Forces are in eV/Å.

Values from the calculation:
orbital gap	7.2	eV
M	230.72	g mol⁻¹
energy relative to the best compared isomer or geometry (same formula, charge and spin)	352.14	kJ/mol
largest force on an atom	0.10325	hartree/bohr
lowest unoccupied orbital energy	-3.12	eV
HOMO	-10.35	eV
net charge	+1



No. 6
ORCA calculation (wB97M-V/def2-TZVPD) on 2 unconnected molecules or ions with the total composition C10H17ClO2.

```
30
Properties=species:S:1:pos:R:3:forces:R:3:nbo_charge:R:1
Cl -2.100364 1.078787 1.080071 -0.1 0.5 0.2 -0.05
O 1.077889 -0.229977 0.779523 0.4 0.8 0.2 -0.51
O 0.576083 0.166711 4.038295 -0.3 -0.1 1.4 -0.44
C -1.877240 0.738192 -2.135965 0.0 -0.7 -0.9 -0.63
C 0.747546 0.530862 2.958867 0.2 -0.9 -0.1 0.66
C 0.946456 2.267467 1.221477 0.7 -1.5 0.6 -0.63
C -1.563380 -1.578480 1.043534 -2.7 1.0 2.2 -0.66
C -1.782711 -0.374502 0.176891 0.5 0.5 0.4 0.02
C -2.117703 -1.701351 -1.730986 0.8 1.3 -1.4 -0.62
C 3.102315 0.282212 -0.827622 -2.7 -0.4 -0.6 -0.65
C 0.976290 0.813670 1.719107 -0.2 1.5 -2.5 -0.03
C -1.829824 -0.348303 -1.142239 -0.6 -1.3 0.8 -0.04
C 2.439868 -0.441873 0.407208 0.8 -0.5 -0.9 -0.06
H -1.385124 -2.429655 -1.535479 0.8 -1.1 0.5 0.22
H 2.536162 -1.533655 0.256878 0.0 0.5 0.3 0.18
H -1.913787 1.722989 -1.775727 0.4 1.3 0.8 0.23
H 0.984844 2.885177 2.102841 -0.6 0.6 0.2 0.22
H 1.880288 2.489163 0.743516 0.6 0.0 -0.6 0.21
H -2.595455 -2.005870 1.299727 1.4 0.1 -0.4 0.22
H 0.138888 2.462823 0.524644 -0.2 0.1 0.2 0.23
H 2.319307 0.987401 -1.312242 1.7 -1.0 0.6 0.22
H 3.058937 -0.073204 1.193134 0.3 -0.5 1.2 0.17
H -0.896241 -2.305112 0.713661 0.8 -1.2 -1.2 0.23
H -1.025631 0.586443 -2.837708 -0.5 0.3 0.4 0.22
H 4.003351 0.752591 -0.490128 0.2 0.8 0.0 0.21
H 3.418565 -0.508428 -1.522025 -0.3 0.5 -0.2 0.21
H -2.794747 0.623851 -2.712781 0.0 -0.1 -0.3 0.22
H -1.151727 -1.308081 2.036447 -0.3 0.3 -0.6 0.23
H -2.079139 -1.515223 -2.789746 -0.2 -0.5 -0.7 0.20
H -3.093709 -2.034621 -1.483174 -0.9 -0.4 0.4 0.21
```
Forces are in eV/Å.

Values from the calculation:
orbital gap	9.0	eV
M	204.70	g mol⁻¹
energy relative to the best compared isomer or geometry (same formula, charge and spin)	209.76	kJ/mol
SMILES	CC(C)=C(C)Cl.CCOC(C)=C=O
largest force on an atom	0.07007	hartree/bohr
lowest unoccupied orbital energy	0.78	eV
HOMO	-8.22	eV